Entry 1:
C9H12N3O3 | the ωB97M-V functional and the def2-TZVPD basis

Structure (SMILES): OC/C=N\C(c1cnco1)=[N+]1/CCOC1
HOMO-LUMO gap: 8.94 eV
Total charge: +1

Geometry (Å):
C1 2.583 0.779 0.369
C2 3.553 -1.028 -0.276
C3 1.614 -0.168 0.276
C4 -0.141 2.288 0.902
C5 -0.048 2.864 -0.557
C6 -2.077 -0.759 0.689
C7 -2.804 -1.959 0.093
C8 -0.788 -2.278 -0.304
C9 0.199 -0.041 0.510
N1 3.763 0.265 -0.074
N2 -0.166 1.076 1.187
N3 -0.639 -1.022 0.561
O1 2.282 -1.364 -0.100
O2 0.265 1.752 -1.375
O3 -1.776 -2.956 0.255
H1 2.637 1.774 0.720
H2 4.130 -1.867 -0.616
H3 -0.601 2.979 1.695
H4 -1.019 3.251 -0.838
H5 0.848 3.516 -0.551
H6 -2.322 0.218 0.089
H7 -2.371 -0.500 1.730
H8 -3.708 -2.356 0.684
H9 -3.231 -1.849 -0.993
H10 -1.078 -1.864 -1.299
H11 0.172 -2.874 -0.456
H12 0.726 2.120 -2.320


Entry 2:
C9H12N3S | the ωB97M-V functional and the def2-TZVPD basis

Structure (SMILES): C/C(=[NH+]/C(=S)NN)c1ccccc1
HOMO-LUMO gap: 7.49 eV
Total charge: +1

Geometry (Å):
C1 0.762 3.046 0.091
C2 -0.556 2.737 0.405
C3 1.593 2.077 -0.457
C4 -1.045 1.469 0.177
C5 1.118 0.803 -0.680
C6 -0.213 0.471 -0.367
C7 1.281 -2.087 -0.150
C8 -0.727 -0.840 -0.669
C9 -2.163 -1.036 -0.968
N1 0.084 -1.869 -0.866
N2 1.206 -1.684 1.141
N3 -0.013 -1.272 1.686
S1 2.579 -2.814 -0.810
H1 1.138 4.042 0.268
H2 -1.199 3.497 0.824
H3 2.611 2.320 -0.719
H4 -2.060 1.231 0.450
H5 1.760 0.072 -1.148
H6 -2.706 -1.110 -0.024
H7 -2.336 -1.958 -1.518
H8 -2.583 -0.200 -1.523
H9 -0.254 -2.681 -1.377
H10 2.008 -1.894 1.729
H11 0.076 -0.367 2.146
H12 -0.363 -1.952 2.360


Entry 3:
C9H12NP | the ωB97M-V functional and the def2-TZVPD basis

Structure (SMILES): C/C=C1\C=CC=CC1.N=C=P
HOMO-LUMO gap: 7.54 eV

Geometry (Å):
C1 0.254 1.952 1.515
C2 -0.854 1.297 1.904
C3 0.786 1.885 0.179
C4 -1.350 0.132 1.085
C5 0.295 0.981 -0.713
C6 -0.700 0.017 -0.325
C7 2.190 -1.464 0.484
C8 -0.716 -1.063 -2.554
C9 -1.280 -0.843 -1.170
N1 2.938 -0.527 0.691
P1 1.088 -2.651 0.217
H1 0.776 2.800 2.112
H2 -1.144 1.498 2.855
H3 1.448 2.609 -0.061
H4 -2.438 0.170 1.227
H5 0.541 0.806 -1.730
H6 -1.457 -1.132 -3.210
H7 -0.302 -2.092 -2.465
H8 0.050 -0.429 -2.874
H9 -2.117 -1.301 -0.700
H10 2.808 0.451 0.482
H11 -1.148 -0.773 1.569
H12 0.333 -2.321 1.484


Entry 4:
C9H12O3 | the ωB97M-V functional and the def2-TZVPD basis

Structure (SMILES): COC1(OC)C2=CC[C@@H]1CC2=O
HOMO-LUMO gap (alpha / beta): 8.33 / 8.33 eV

Geometry (Å):
C1 -0.520 -1.331 1.534
C2 -1.192 -0.322 0.810
C3 -1.152 0.916 1.600
C4 0.963 -1.270 1.255
C5 0.359 1.210 1.546
C6 1.062 0.120 0.621
C7 -0.057 0.082 -0.477
C8 1.094 -1.349 -2.012
C9 -1.593 1.436 -1.645
O1 -2.008 1.469 2.236
O2 -0.073 -1.033 -1.311
O3 -0.286 1.223 -1.193
H1 -0.950 -1.808 2.400
H2 1.492 -1.192 2.134
H3 1.189 -2.006 0.520
H4 0.561 2.146 1.153
H5 0.586 1.067 2.603
H6 2.165 0.452 0.284
H7 1.361 -0.536 -2.847
H8 0.843 -2.349 -2.504
H9 1.924 -1.485 -1.285
H10 -2.133 0.425 -1.948
H11 -1.447 2.104 -2.560
H12 -2.189 2.032 -0.915


Entry 5:
C9H12O4 | the ωB97M-V functional and the def2-TZVPD basis

Structure (SMILES): COc1cc(OC)c(O)c(OC)c1
HOMO-LUMO gap: 8.38 eV

Geometry (Å):
C1 -1.004 3.584 -0.392
C2 -0.189 1.356 0.210
C3 -1.270 0.529 0.104
C4 -0.997 -0.874 -0.178
C5 -3.277 -1.295 0.190
C6 0.224 -1.440 0.022
C7 1.250 -0.442 -0.061
C8 3.559 0.026 -0.045
C9 1.110 0.912 0.049
H1 -0.330 4.080 -1.033
H2 -1.780 3.145 -1.006
H3 -1.496 4.391 0.209
H4 -2.188 0.909 0.436
H5 -3.882 -2.134 -0.248
H6 -3.232 -1.337 1.328
H7 -3.555 -0.232 -0.105
H8 1.303 -3.113 -0.013
H9 4.369 -0.708 0.096
H10 3.776 0.529 -0.971
H11 3.587 0.646 0.855
H12 1.923 1.658 0.205
O1 -0.235 2.673 0.449
O2 -1.989 -1.765 -0.366
O3 0.379 -2.750 0.066
O4 2.480 -0.903 -0.044


Entry 6:
C9H12O4ReSe | the ωB97M-V functional and the def2-TZVPD basis

HOMO-LUMO gap (alpha / beta): 10.44 / 8.39 eV
Expectation value of S²: 3.771
Multiplicity: 4
Total charge: +2

Geometry (Å):
Re1 0.652 0.755 -0.464
C1 1.885 -2.106 1.186
C2 0.685 -1.325 0.766
C3 0.084 -1.539 -0.502
C4 -1.087 -0.843 -0.909
C5 -1.724 -1.116 -2.230
C6 -1.590 0.164 -0.044
C7 -1.020 0.422 1.232
C8 -1.597 1.458 2.137
C9 0.149 -0.300 1.592
H1 2.493 -1.563 1.906
H2 2.494 -2.405 0.335
H3 1.527 -3.020 1.673
H4 0.527 -2.261 -1.179
H5 -2.289 -0.260 -2.594
H6 -2.422 -1.949 -2.094
H7 -0.992 -1.419 -2.977
H8 -2.439 0.757 -0.367
H9 -0.837 1.919 2.765
H10 -2.312 0.954 2.795
H11 -2.139 2.224 1.585
H12 0.642 -0.066 2.530
O1 2.877 3.630 -2.256
Se1 2.032 2.517 -1.561
O2 2.635 1.175 -0.662
O3 0.844 2.759 -0.324
O4 0.921 1.438 -2.342


| no. | E_tot (eV) |
| --- | --- |
| 1 | -20130.0165 |
| 2 | -24825.9124 |
| 3 | -20301.8457 |
| 4 | -15664.6272 |
| 5 | -17714.2220 |
| 6 | -85171.2576 |